Molecular formula: C12H38N2O8
Method: DFT, ωB97M-V/def2-TZVPD

```
60
C12H38N2O8 | OMol25 | ωB97M-V/def2-TZVPD
O -1.48 0.62 -5.64
O 2.77 0.36 -1.83
O 0.45 0.59 -0.22
O 5.45 -0.24 -1.11
O 3.07 -1.07 2.81
O -1.40 1.43 6.21
O -3.44 -1.90 -2.05
O 2.84 1.42 -4.52
N -1.63 1.22 -2.45
N 0.69 -0.91 4.36
C -4.25 -2.55 -1.10
C -0.85 0.93 5.03
C -2.73 -0.79 -1.50
C -0.89 1.78 -3.59
C 0.11 -0.20 5.47
C -1.70 1.80 -4.87
C 1.85 -1.70 4.77
C -1.91 -0.20 -2.64
C -2.27 2.55 5.99
C -2.57 0.25 -6.42
C 3.38 -1.42 1.49
C 2.62 -2.18 3.56
H 2.84 0.77 -2.72
H -0.50 -0.85 6.10
H -0.95 1.25 -1.69
H -3.48 0.04 -5.84
H 1.26 0.64 -0.76
H 3.68 0.24 -1.53
H -0.71 2.83 -3.34
H 2.97 2.34 -4.78
H -1.00 -0.82 -2.69
H -3.28 2.18 5.85
H -2.77 1.86 -4.63
H 3.69 -0.53 0.94
H -4.98 -1.86 -0.64
H 3.50 -2.76 3.86
H 0.95 -0.32 3.58
H 6.32 -0.16 -0.71
H -2.88 1.03 -7.13
H -1.60 0.49 4.36
H 2.47 -1.72 0.95
H -4.75 -3.35 -1.63
H 0.72 0.82 0.67
H -3.50 -0.12 -1.10
H -3.63 -2.97 -0.31
H -1.93 3.12 5.12
H -1.40 2.66 -5.48
H -2.10 -1.11 -0.66
H 1.53 -2.57 5.33
H -0.28 1.69 4.49
H -2.42 -0.36 -3.59
H -2.33 -0.67 -6.94
H -2.21 3.14 6.90
H 0.11 1.35 -3.72
H 4.12 -2.23 1.43
H 0.85 0.29 6.12
H 5.32 -1.20 -1.23
H 2.55 -1.06 5.33
H 1.99 -2.83 2.94
H 3.71 1.01 -4.59
```

**DFT total energy**: -32417.8724 eV
**Spin multiplicity**: 1
**SMILES string**: COCCNCCOC.COCCNCCOC.O.O.O.O
**HOMO energy**: -8.4 eV
**Largest force on an atom**: 1.25 eV/Å
**Energy above the lowest of the compared OMol25 structures with the same formula, charge and spin**: 13.95 kJ/mol